C4H28O10 as an isolated structure in a non-equilibrium geometry. Source: the Open Molecules 2025 dataset; level of theory: the ωB97M-V functional and the def2-TZVPD basis.

The geometry in XYZ format:
```
42
Properties=species:S:1:pos:R:3
C -2.14030 -0.10773 -2.29160
O -1.16232 -0.05762 -1.26833
H -1.96217 -0.96398 -2.94215
H -3.14215 -0.34249 -1.93206
H -2.00149 0.75706 -2.94042
H -0.28176 0.04791 -1.63587
C -0.79979 0.02708 2.27231
O -1.03134 -1.32636 1.88416
H -1.70255 0.41810 2.74158
H 0.07755 0.11357 2.91331
H -0.58633 0.56957 1.35131
H -0.96352 -1.97726 2.58655
C 1.40164 1.96464 1.95792
O 0.80460 2.07666 0.68842
H 0.93965 2.48070 2.79956
H 1.54787 0.90274 2.15562
H 2.32107 2.52535 1.78958
H -0.13960 2.12272 0.85564
C 2.22105 -0.34635 0.74424
O 0.94417 -0.34104 1.38923
H 3.00653 -0.53504 1.47602
H 2.43038 -1.11482 0.00011
H 2.34627 0.64745 0.31437
H 1.16723 -0.61977 2.28038
O 0.62203 -1.75546 -0.62318
H 1.46982 -2.06309 -0.94387
H 0.46984 -2.26069 0.17545
O 0.26517 0.42707 -0.37376
H 0.53333 0.73483 0.49204
H 0.09829 -0.50797 -0.25502
O -0.20698 2.07574 -1.13476
H 0.34396 1.56392 -0.54253
H -0.77325 1.42856 -1.55516
O -0.79540 -2.13332 -1.79200
H -1.10011 -1.23415 -1.91397
H -0.02225 -2.05105 -1.23370
O -2.07921 -1.20600 -0.02601
H -1.55338 -0.98024 0.74129
H -1.65565 -0.74628 -0.75092
O 0.06225 0.35918 -2.56314
H 0.32818 0.70583 -1.71146
H 0.69867 0.72197 -3.17924
```

Values from the calculation:
LUMO (eV): -0.5
Orbital gap (eV): 6.4
Highest occupied orbital energy (eV): -6.85
Relative energy (zero: lowest compared OMol25 entry of this formula, charge and spin) (eV): 37.081
Net charge: 0

Charges in e, computed with Mulliken, in the same order as the atoms:
1 C -1.160
2 O -1.200
3 H 0.294
4 H 0.357
5 H 0.330
6 H -0.805
7 C -0.070
8 O -0.452
9 H 0.453
10 H 0.246
11 H 0.189
12 H 0.327
13 C -0.354
14 O -0.609
15 H 0.335
16 H 0.247
17 H 0.312
18 H 0.519
19 C -0.967
20 O -1.111
21 H 0.447
22 H 0.179
23 H 0.349
24 H 0.785
25 O -0.471
26 H 0.331
27 H 0.381
28 O -0.188
29 H -1.321
30 H 0.237
31 O -1.054
32 H 1.134
33 H 0.601
34 O -0.998
35 H 0.892
36 H 0.682
37 O -0.955
38 H 0.408
39 H 1.172
40 O -0.543
41 H 0.525
42 H 0.528

---

C13H34ClIN3OP2Tb as an isolated structure in a non-equilibrium geometry. Source: the Open Molecules 2025 dataset; level of theory: the ωB97M-V functional and the def2-TZVPD basis.

The geometry in XYZ format:
```
56
Properties=species:S:1:pos:R:3
C 4.25389 3.17107 -0.35441
C 2.99700 2.41194 -0.09983
H 4.62267 3.17246 -1.39579
H 5.01344 2.67516 0.24964
H 4.22500 4.20973 -0.00862
O 2.18598 2.03793 -0.92055
I 2.35948 3.81128 2.59650
Tb -0.56841 -0.69939 1.56353
P -0.83951 2.77888 0.09698
C -2.23929 3.02703 -1.10273
C -1.45587 3.98021 1.34437
H -1.89848 4.85492 0.81802
H -0.35952 4.96461 -0.96189
H -0.58488 4.29388 1.94263
H 0.99982 4.27700 -0.09172
H -3.17235 2.56708 -0.73346
H -2.23939 3.53797 1.97212
C 0.15919 4.04121 -0.73171
H -2.41158 4.11296 -1.23834
H 0.55665 3.66614 -1.66472
H -1.97814 2.61933 -2.09338
P 2.16414 -1.79631 1.23472
C 2.35141 -3.52381 0.61357
C 3.78669 -1.15768 0.60957
H 2.95027 -0.99978 3.35024
H 3.48903 -2.70536 3.09984
H 1.80968 -2.36016 3.57010
C 2.66248 -1.99128 2.99514
H 4.06054 -0.21813 1.12930
H 4.61099 -1.88717 0.73407
H 3.29762 -3.95932 0.96295
H 2.32296 -3.52716 -0.48350
H 3.72836 -0.89001 -0.45696
H 1.51556 -4.10955 1.00358
Cl 2.97803 1.43839 1.55161
C -1.53515 -1.83728 -3.23259
N -2.14410 -1.90530 -1.93459
C -3.34534 -2.71642 -1.90998
C -1.61117 -1.54793 -0.79432
N -0.46182 -0.91560 -0.59705
N -2.33501 -1.73526 0.43464
C -3.59365 -0.90551 0.59029
C -2.39911 -3.07965 1.04051
H -2.13663 -2.41870 -3.94471
H -0.54238 -2.26209 -3.16213
H -1.49457 -0.81212 -3.59146
H -3.20829 -3.52759 -1.21052
H -4.20884 -2.12257 -1.64361
H -3.51654 -3.12900 -2.88956
H -0.01543 -0.56598 -1.41944
H -4.47128 -1.58389 0.47280
H -3.57424 -0.24997 1.51632
H -3.55107 -0.20982 -0.25633
H -1.87024 -3.76238 0.38642
H -3.44293 -3.50977 1.04217
H -1.89564 -3.02723 2.00230
```

Values from the calculation:
<S²>: 13.039
LUMO (spin up / spin down) (eV): -6.5 / -6.5
Orbital gap (spin up / spin down) (eV): 7.0 / 6.9
Multiplicity: 7
Highest occupied orbital energy (spin up / spin down) (eV): -13.50 / -13.37
Relative energy (zero: lowest compared OMol25 entry of this formula, charge and spin) (eV): 2.268
Net charge: +2

Charges in e, computed with Mulliken, in the same order as the atoms:
1 C -1.042
2 C 0.763
3 H 0.365
4 H 0.360
5 H 0.324
6 O -0.415
7 I -0.071
8 Tb 0.691
9 P 0.721
10 C -1.329
11 C -1.094
12 H 0.365
13 H 0.512
14 H 0.213
15 H 0.213
16 H 0.349
17 H 0.365
18 C -1.324
19 H 0.452
20 H 0.401
21 H 0.350
22 P 0.680
23 C -1.284
24 C -1.385
25 H 0.354
26 H 0.342
27 H 0.397
28 C -1.109
29 H 0.430
30 H 0.417
31 H 0.437
32 H 0.345
33 H 0.399
34 H 0.351
35 Cl -0.350
36 C -0.982
37 N 0.198
38 C -0.815
39 C 0.378
40 N -0.365
41 N -0.132
42 C -0.935
43 C -0.882
44 H 0.335
45 H 0.403
46 H 0.328
47 H 0.305
48 H 0.235
49 H 0.409
50 H 0.205
51 H 0.366
52 H 0.287
53 H 0.428
54 H 0.450
55 H 0.364
56 H 0.228

---

C2HIN2O2 in the gas phase in a non-equilibrium geometry. Source: the Open Molecules 2025 dataset; level of theory: the ωB97M-V functional and the def2-TZVPD basis.

The geometry in XYZ format:
```
8
Properties=species:S:1:pos:R:3
N 0.57111 -2.85525 0.05343
C 0.39069 -1.73271 -0.14270
C 0.35464 -0.35990 -0.27016
I 2.02370 0.77119 -1.00422
N -0.70122 0.31701 0.10795
O -1.73730 -0.32829 0.31521
O -0.51431 1.68626 0.30725
H -0.38731 2.50169 0.63323
```

Values from the calculation:
LUMO (spin up / spin down) (eV): -1.0 / -1.0
Orbital gap (spin up / spin down) (eV): 8.6 / 8.6
SMILES string: N#C/C(I)=[N+](\[O-])O
Highest occupied orbital energy (spin up / spin down) (eV): -9.52 / -9.52
Relative energy (zero: lowest compared OMol25 entry of this formula, charge and spin) (eV): 4.305
Net charge: 0

Charges in e, computed with Mulliken, in the same order as the atoms:
1 N -0.357
2 C 0.396
3 C -0.219
4 I 0.135
5 N 0.743
6 O -0.549
7 O -0.475
8 H 0.326

---

A 2-piece molecular cluster, CH6OS overall. Source: the Open Molecules 2025 dataset; level of theory: the ωB97M-V functional and the def2-TZVPD basis.

The geometry in XYZ format:
```
9
Properties=species:S:1:pos:R:3
C 1.82101 -1.26845 0.33658
O 0.73762 -2.18736 0.40831
H 1.37404 -0.40433 -0.14064
H 2.24097 -1.07358 1.32434
H 2.68963 -1.54966 -0.26331
H 1.09847 -3.05201 0.27486
S -3.41052 3.70067 -0.84954
H -2.34159 2.88902 -1.00456
H -4.20964 2.94571 -0.08603
```

Values from the calculation:
LUMO (eV): 0.8
Orbital gap (eV): 10.5
SMILES string: CO.S
Highest occupied orbital energy (eV): -9.75
Relative energy (zero: lowest compared OMol25 entry of this formula, charge and spin) (eV): 0.678
Net charge: 0

Charges in e, computed with Mulliken, in the same order as the atoms:
1 C -0.491
2 O -0.489
3 H 0.196
4 H 0.232
5 H 0.257
6 H 0.294
7 S -0.296
8 H 0.150
9 H 0.146